i:
Here is the ion C4H5N2 with charge +1 from OMol25. Energies are from ωB97M-V with the def2-TZVPD basis set.

Computed properties:
net charge = +1
frontier orbital gap = 8.62 eV

Cartesian coordinates (Å):
C  -0.420  1.467  -0.566
C  -0.461  -0.831  1.487
C  0.191  0.367  -0.997
C  0.995  -0.526  -1.363
N  -1.010  1.338  0.641
N  -1.012  0.206  1.053
H  -0.653  2.475  -1.084
H  0.526  -0.706  2.005
H  0.676  -1.599  -1.538
H  -0.935  -1.805  1.508
H  2.104  -0.386  -1.146

Here are the Mulliken charges for atoms 1 to 6, given in e:
1. C -0.353
2. C -0.283
3. C 0.339
4. C -0.415
5. N -0.304
6. N 0.371


ii:
Here is the ion C4H5N2 with charge +1 from OMol25. Energies are from ωB97M-V with the def2-TZVPD basis set.

Computed properties:
net charge = +1
frontier orbital gap (alpha / beta) = 7.23 / 7.24 eV

Cartesian coordinates (Å):
C  -0.741  1.209  -0.253
C  -1.782  0.519  0.161
C  0.496  0.779  0.131
C  2.887  0.316  -0.205
N  1.643  0.502  -0.044
N  -2.702  -0.307  0.140
H  -0.761  2.348  -0.141
H  3.591  1.033  -0.265
H  3.189  -0.723  -0.278
H  -3.332  -0.423  0.945
H  -3.046  -0.976  -0.746

Here are the Mulliken charges for atoms 1 to 6, given in e:
1. C -0.399
2. C 0.324
3. C 0.196
4. C -0.210
5. N -0.044
6. N -0.326


Name the most stable of them. ii.


i:
Here is a cluster of 2 separate species, C4H8NO3 in total from OMol25. Energies are from ωB97M-V with the def2-TZVPD basis set.

Computed properties:
net charge = -1
frontier orbital gap = 8.76 eV

Cartesian coordinates (Å):
C  -1.438  0.040  1.504
C  -1.848  0.941  0.374
O  -3.038  1.115  0.094
N  -0.851  1.404  -0.414
H  -1.156  2.112  -1.058
H  0.143  1.311  -0.062
H  -0.842  0.601  2.228
H  -0.744  -0.693  1.097
H  -2.293  -0.421  1.979
C  1.596  -1.549  -0.923
C  1.887  -0.052  -0.686
O  1.441  0.413  0.410
O  2.525  0.545  -1.554
H  2.410  -2.187  -0.571
H  1.500  -1.661  -1.998
H  0.708  -1.919  -0.419

Here are the Mulliken charges for atoms 1 to 6, given in e:
1. C -0.660
2. C 0.554
3. O -0.718
4. N -0.271
5. H 0.164
6. H 0.297


ii:
Here is a cluster of 2 separate species, C4H8NO3 in total from OMol25. Energies are from ωB97M-V with the def2-TZVPD basis set.

Computed properties:
net charge = -1
frontier orbital gap = 7.63 eV

Cartesian coordinates (Å):
C  -1.977  -0.605  1.202
C  -1.460  1.023  1.590
O  -0.295  1.022  2.042
O  -2.319  1.880  1.568
H  -2.581  -0.916  2.058
H  -1.252  -1.291  1.266
H  -2.639  -0.533  0.355
C  0.692  0.721  -1.472
C  1.879  -0.109  -1.269
O  2.898  -0.122  -1.985
N  1.913  -1.150  -0.388
H  2.702  -1.546  -0.292
H  1.304  -1.458  0.196
H  0.931  1.838  -1.687
H  -0.129  0.621  -0.755
H  0.333  0.624  -2.429

Here are the Mulliken charges for atoms 1 to 6, given in e:
1. C -1.193
2. C 0.569
3. O -0.669
4. O -0.675
5. H 0.377
6. H 0.401


Name the most stable of them. i.


i:
Here is the ion C4H8NO3 with charge -1 from OMol25. Energies are from ωB97M-V with the def2-TZVPD basis set.

Computed properties:
net charge = -1
SMILES = C[C@]1([O-])O[C@@]1(C)NO
frontier orbital gap = 7.61 eV

Cartesian coordinates (Å):
C  0.904  0.777  -1.515
C  -0.524  0.327  -1.119
O  -1.212  -0.066  -2.109
O  -1.189  1.165  -0.113
C  -0.833  -0.165  0.310
C  0.164  -0.431  1.452
N  -1.996  -1.009  0.639
O  -2.133  -1.865  -0.543
H  1.560  1.332  -0.764
H  1.426  -0.129  -1.696
H  0.816  1.188  -2.393
H  -0.153  0.087  2.344
H  0.176  -1.577  1.493
H  1.044  0.115  1.349
H  -2.826  -0.342  0.744
H  -1.826  -1.186  -1.223

Here are the Mulliken charges for atoms 1 to 6, given in e:
1. C -1.546
2. C 1.259
3. O -0.887
4. O -0.586
5. C 0.200
6. C -1.292


ii:
Here is a cluster of 2 separate species, C4H8NO3 in total from OMol25. Energies are from ωB97M-V with the def2-TZVPD basis set.

Computed properties:
net charge = -1
frontier orbital gap = 7.93 eV

Cartesian coordinates (Å):
C  -2.309  -1.917  -1.678
C  -1.812  -1.368  -0.362
O  -2.393  -1.593  0.697
N  -0.733  -0.573  -0.451
H  -0.314  -0.070  0.362
H  -0.229  -0.439  -1.309
H  -1.473  -2.109  -2.365
H  -2.833  -1.101  -2.184
H  -2.934  -2.802  -1.605
C  2.162  1.122  -0.719
C  1.819  1.443  0.741
O  0.600  1.274  1.052
O  2.734  1.828  1.487
H  1.373  1.484  -1.374
H  2.188  0.025  -0.847
H  3.174  1.430  -0.971

Here are the Mulliken charges for atoms 1 to 6, given in e:
1. C -0.997
2. C 0.674
3. O -0.666
4. N -0.149
5. H 0.209
6. H 0.140


Name the most stable of them. ii.


i:
Here is a cluster of 2 separate species, C4H8NO3 in total from OMol25. Energies are from ωB97M-V with the def2-TZVPD basis set.

Computed properties:
net charge = -1
frontier orbital gap = 6.16 eV

Cartesian coordinates (Å):
O  2.286  -2.899  -0.066
C  2.150  -1.652  0.005
O  2.575  -1.112  -1.231
C  -0.835  1.590  1.503
C  -0.361  0.773  0.238
C  -1.447  0.036  -0.336
O  -2.295  0.878  -1.124
N  -1.847  2.370  1.686
H  2.477  -1.625  -2.071
H  -0.182  1.836  2.354
H  0.484  1.260  -0.363
H  0.388  0.130  0.751
H  -2.220  -0.493  0.313
H  -1.156  -0.852  -0.966
H  -1.793  1.299  -1.901
H  -2.628  2.439  0.992

Here are the Mulliken charges for atoms 1 to 6, given in e:
1. O -0.467
2. C -0.602
3. O -0.158
4. C -0.136
5. C -0.065
6. C -0.410


ii:
Here is the ion C4H8NO3 with charge -1 from OMol25. Energies are from ωB97M-V with the def2-TZVPD basis set.

Computed properties:
net charge = -1
SMILES = C[C@@H](CO)NC(=O)[O-]
frontier orbital gap = 7.58 eV

Cartesian coordinates (Å):
C  -1.447  -1.244  0.381
C  -0.263  -0.565  -0.318
C  -0.396  -0.702  -1.835
O  -0.146  -2.050  -2.290
N  -0.107  0.795  0.037
C  0.661  1.248  1.153
O  1.414  0.397  1.673
O  0.566  2.475  1.360
H  -2.332  -0.618  0.288
H  -1.721  -2.170  -0.130
H  -1.219  -1.393  1.439
H  0.658  -1.066  -0.057
H  0.252  -0.018  -2.355
H  -1.404  -0.473  -2.185
H  0.740  -2.278  -1.996
H  -0.775  1.470  -0.299

Here are the Mulliken charges for atoms 1 to 6, given in e:
1. C -1.439
2. C 0.483
3. C -0.800
4. O -0.527
5. N -0.250
6. C 0.486


Name the most stable of them. ii.


i:
Here is the ion C2H8N3 with charge +1 from OMol25. Energies are from ωB97M-V with the def2-TZVPD basis set.

Computed properties:
net charge = +1
SMILES = [H]/N=N/C[NH2+]C
frontier orbital gap = 9.79 eV

Cartesian coordinates (Å):
H  1.522  -2.384  -1.541
N  0.718  -2.298  -0.845
N  0.444  -1.095  -0.731
C  -0.685  -0.635  -0.011
N  -0.667  0.818  0.101
C  0.630  1.261  0.455
H  -0.794  -1.084  1.010
H  -1.682  -0.954  -0.504
H  -1.066  1.434  -0.771
H  -1.446  0.913  0.759
H  0.937  0.495  1.274
H  1.381  1.312  -0.213
H  0.708  2.216  1.017

Here are the Mulliken charges for atoms 1 to 6, given in e:
1. H 0.293
2. N -0.590
3. N 0.188
4. C -0.554
5. N -0.156
6. C -0.831


ii:
Here is a cluster of 2 separate species, C2H8N3 in total from OMol25. Energies are from ωB97M-V with the def2-TZVPD basis set.

Computed properties:
net charge = +1
frontier orbital gap (alpha / beta) = 8.60 / 8.60 eV

Cartesian coordinates (Å):
C  -0.449  0.489  0.121
C  -1.839  0.550  0.486
N  0.046  -1.450  -0.002
N  0.516  1.359  0.125
N  1.414  -1.482  -0.448
H  -2.191  1.367  0.976
H  -2.181  -0.381  0.898
H  -2.310  0.651  -0.494
H  0.486  2.313  0.650
H  1.261  1.156  -0.544
H  2.189  -1.159  0.259
H  1.455  -2.498  -0.739
H  1.603  -0.916  -1.289

Here are the Mulliken charges for atoms 1 to 6, given in e:
1. C 0.470
2. C -1.024
3. N -0.493
4. N -0.300
5. N -0.296
6. H 0.420


Name the most stable of them. i.


i:
Here is the ion C2H8N3 with charge +1 from OMol25. Energies are from ωB97M-V with the def2-TZVPD basis set.

Computed properties:
net charge = +1
SMILES = C=[NH+]NCN
frontier orbital gap (alpha / beta) = 8.71 / 8.71 eV

Cartesian coordinates (Å):
C  -2.233  0.248  -0.147
N  -1.022  0.044  0.350
N  -0.062  -0.745  -0.120
C  1.288  -0.534  0.281
N  1.669  0.668  -0.363
H  -2.848  0.901  0.411
H  -2.595  -0.362  -0.900
H  -0.753  0.534  1.217
H  -0.290  -1.146  -1.091
H  1.380  -0.670  1.398
H  1.819  -1.296  -0.211
H  2.235  0.883  -1.150
H  1.412  1.475  0.326

Here are the Mulliken charges for atoms 1 to 6, given in e:
1. C -0.174
2. N 0.042
3. N -0.247
4. C -0.411
5. N -0.414
6. H 0.276


ii:
Here is the ion C2H8N3 with charge +1 from OMol25. Energies are from ωB97M-V with the def2-TZVPD basis set.

Computed properties:
net charge = +1
frontier orbital gap (alpha / beta) = 5.75 / 8.29 eV

Cartesian coordinates (Å):
C  -0.280  -0.202  0.697
C  -0.425  -0.714  -0.824
N  0.931  0.511  1.033
N  1.505  0.227  2.090
N  -0.757  0.405  -1.689
H  -1.090  0.611  0.951
H  -0.129  -1.041  1.383
H  0.452  -1.191  -1.168
H  1.202  -0.445  2.736
H  2.514  0.458  2.327
H  0.107  1.005  -1.779
H  -1.582  0.898  -1.383
H  -1.172  -0.012  -2.616

Here are the Mulliken charges for atoms 1 to 6, given in e:
1. C -0.381
2. C -0.670
3. N -0.033
4. N -0.218
5. N -0.311
6. H 0.235


iii:
Here is a cluster of 2 separate species, C2H8N3 in total from OMol25. Energies are from ωB97M-V with the def2-TZVPD basis set.

Computed properties:
net charge = +1
frontier orbital gap = 9.72 eV

Cartesian coordinates (Å):
C  1.669  0.453  0.163
C  -1.550  -0.264  0.335
N  0.711  -0.451  0.250
N  -1.983  -1.328  -0.281
N  1.631  1.617  -0.481
H  2.620  0.055  0.528
H  -1.224  0.598  -0.191
H  0.808  -1.061  1.015
H  -1.835  -0.226  1.415
H  -1.522  -1.373  -1.191
H  -2.514  -2.161  0.029
H  0.724  2.037  -0.816
H  2.465  2.104  -0.776

Here are the Mulliken charges for atoms 1 to 6, given in e:
1. C 0.110
2. C -0.052
3. N -0.558
4. N -0.235
5. N -0.322
6. H 0.306


iv:
Here is the ion C2H8N3 with charge +1 from OMol25. Energies are from ωB97M-V with the def2-TZVPD basis set.

Computed properties:
net charge = +1
frontier orbital gap = 9.28 eV

Cartesian coordinates (Å):
C  -0.955  -0.168  -0.765
C  0.889  -0.733  0.325
N  -0.393  -1.228  0.027
N  -0.943  1.013  -0.031
N  0.858  0.708  0.696
H  -0.541  -0.062  -1.825
H  -1.957  -0.477  -0.937
H  1.340  -1.341  1.053
H  1.511  -0.896  -0.598
H  -0.977  -1.283  0.792
H  -0.837  1.945  -0.525
H  0.382  1.156  1.430
H  1.624  1.367  0.358

Here are the Mulliken charges for atoms 1 to 6, given in e:
1. C -0.292
2. C -0.487
3. N -0.293
4. N -0.347
5. N -0.272
6. H 0.330


Name the most stable of them. iii.